76
Properties=species:S:1:pos:R:3:forces:R:3 method="wB97M-V/def2-TZVPD" total_charge=+2 s2=8.821 lumo_ev="-5.14 / -6.61" total_energy_ha=-2966.51646 homo_ev="-10.57 / -13.74" multiplicity=6 relative_energy_kcal_mol=68.97 gap_ev="5.43 / 7.13"
Ru -5.234 -17.239 -4.484 -0.06 -0.06 -2.26
C -7.077 -13.112 -1.895 -0.37 1.25 -0.35
N -6.931 -13.814 -3.203 -1.76 -1.06 -0.94
C -7.696 -13.511 -4.386 1.76 0.12 1.83
C -7.378 -14.449 -5.307 1.30 -1.58 0.80
N -6.542 -15.410 -4.734 -0.03 0.97 1.68
C -6.320 -15.055 -3.435 -1.96 2.10 -2.06
P -5.877 -16.296 -2.217 2.49 0.73 3.16
C -7.094 -17.547 -2.438 -0.20 -0.82 -3.40
N -6.961 -18.133 -3.704 -1.64 -0.70 4.26
C -7.883 -19.171 -3.672 0.58 1.59 -0.87
C -8.608 -19.130 -2.521 -0.17 -0.10 1.15
N -8.142 -18.046 -1.752 0.98 -1.46 -2.13
C -8.491 -17.573 -0.457 -0.10 1.03 2.22
C -4.263 -16.951 -1.668 -2.97 -0.04 -0.41
N -3.548 -17.947 -2.340 1.28 -0.16 0.21
C -2.296 -18.060 -1.679 0.19 0.37 -0.69
C -2.295 -17.159 -0.669 0.09 -0.36 1.08
N -3.593 -16.642 -0.489 0.93 0.01 -1.57
C -4.087 -15.854 0.620 0.09 0.69 -0.36
H -7.837 -13.508 -1.165 0.72 -0.09 -1.10
H -6.084 -13.122 -1.453 -0.12 0.08 0.27
H -7.364 -12.019 -2.094 0.50 -1.65 0.13
H -8.290 -12.610 -4.460 0.13 -0.14 0.10
H -7.623 -14.611 -6.324 -0.51 0.35 -0.64
H -8.040 -19.662 -4.602 -0.21 -0.95 -0.12
H -9.299 -19.885 -2.123 0.12 0.85 -0.30
H -9.570 -17.643 -0.160 0.98 -0.22 -0.73
H -7.861 -18.060 0.322 -0.59 0.13 -0.50
H -8.205 -16.495 -0.437 -0.36 -0.74 0.09
H -1.493 -18.746 -2.030 -0.88 0.86 0.27
H -1.469 -16.858 -0.014 -0.59 -0.43 -0.19
H -4.153 -14.757 0.386 0.49 -0.87 0.27
H -5.100 -16.146 0.855 -0.34 -0.34 0.01
H -3.470 -16.093 1.490 -0.02 0.43 -0.16
S -2.265 -19.784 -5.494 -0.41 -0.90 0.87
C -3.408 -20.731 -4.456 0.81 1.68 -0.89
C -4.148 -19.932 -3.689 -0.93 -1.61 1.76
C -3.793 -18.509 -3.682 0.70 0.44 0.15
C -2.654 -18.361 -4.650 -0.56 0.66 -0.33
C -2.390 -17.047 -5.226 -1.25 -0.02 0.95
C -1.203 -16.586 -5.729 0.86 1.64 -0.89
C -1.108 -15.228 -6.110 -1.55 -0.73 -0.04
C -2.239 -14.393 -6.008 -0.08 -1.41 0.28
C -3.437 -14.931 -5.531 1.22 -0.76 -0.05
N -3.501 -16.225 -5.170 0.53 -0.09 0.27
H -3.349 -21.783 -4.528 -0.29 -0.86 -0.06
H -4.885 -20.380 -2.946 1.00 0.82 -1.05
H -0.336 -17.211 -5.904 -0.13 -0.21 0.37
H -0.217 -14.870 -6.590 0.34 0.18 0.10
H -2.236 -13.402 -6.376 0.17 0.90 -0.15
H -4.362 -14.392 -5.427 -0.04 0.30 -0.17
O -5.519 -18.587 -6.258 0.90 -0.40 -1.94
S -4.751 -18.760 -7.642 -1.84 0.04 1.44
C -5.696 -17.783 -8.825 0.68 0.67 -0.93
C -5.086 -17.561 -10.066 1.54 -0.24 0.79
C -5.617 -16.592 -10.910 -0.39 -0.57 0.51
C -6.739 -15.868 -10.528 0.10 0.80 -0.35
C -7.395 -16.133 -9.325 -0.74 -0.17 -1.24
C -6.870 -17.135 -8.513 -0.57 0.06 0.98
C -5.245 -20.357 -8.293 0.68 -1.36 0.29
C -6.149 -21.221 -7.668 -0.01 1.20 -0.26
C -6.641 -22.301 -8.417 0.99 1.09 1.56
C -6.140 -22.577 -9.646 1.13 0.60 -1.75
C -5.100 -21.819 -10.219 0.01 0.84 1.15
C -4.588 -20.747 -9.471 -0.83 0.27 -0.40
H -4.080 -18.066 -10.221 -1.50 0.80 -0.37
H -5.233 -16.437 -11.887 0.63 0.19 -0.57
H -7.051 -15.033 -11.196 -0.06 -0.90 0.60
H -8.408 -15.668 -9.244 1.12 -0.44 0.70
H -7.342 -17.442 -7.593 -0.27 0.21 0.24
H -6.463 -20.954 -6.650 -0.20 -0.32 -0.57
H -7.342 -22.927 -7.953 -0.96 -0.81 0.36
H -6.533 -23.365 -10.238 -0.41 -0.71 -0.26
H -4.719 -21.960 -11.227 -0.04 -0.42 0.28
H -3.787 -20.112 -9.845 -0.10 -0.31 -0.16

***

76
Properties=species:S:1:pos:R:3:forces:R:3 method="wB97M-V/def2-TZVPD" total_charge=0 lumo_ev=-0.22 total_energy_ha=-2748.11555 homo_ev=-6.29 relative_energy_kcal_mol=0.00 gap_ev=6.07
Na -0.609 0.351 0.126 -0.40 0.64 -0.10
S 0.590 1.098 -2.102 0.21 0.17 -0.08
C 1.536 2.221 -1.166 0.09 -0.13 0.30
N 1.946 3.384 -1.564 -0.07 0.06 -0.23
N 1.568 3.755 -2.795 0.06 -0.06 0.23
C 1.939 4.987 -3.305 -0.09 -0.14 -0.02
C 2.748 5.867 -2.587 0.01 0.08 -0.05
C 3.088 7.088 -3.147 0.03 0.03 0.02
C 2.642 7.455 -4.409 -0.01 -0.04 0.02
C 1.837 6.571 -5.117 -0.01 0.00 -0.03
C 1.485 5.348 -4.576 0.04 0.06 0.02
N 2.001 2.014 0.179 -0.28 -0.19 -0.32
N 1.484 1.058 0.787 0.52 0.28 0.11
C 1.996 0.867 2.114 -0.18 0.01 -0.41
C 3.224 1.358 2.537 0.09 0.04 0.10
C 3.648 1.093 3.828 0.02 0.00 0.01
C 2.858 0.345 4.693 -0.03 -0.02 0.01
C 1.635 -0.149 4.260 0.03 0.02 -0.02
C 1.208 0.106 2.965 0.00 -0.05 0.10
H 0.982 3.112 -3.325 0.06 0.02 0.10
H 3.100 5.582 -1.608 0.01 -0.02 0.02
H 3.720 7.764 -2.582 0.00 0.01 -0.01
H 2.916 8.410 -4.834 0.01 0.03 -0.02
H 1.477 6.835 -6.104 0.01 0.01 0.01
H 0.856 4.664 -5.131 -0.02 -0.03 -0.01
H 3.825 1.938 1.852 0.00 0.00 -0.02
H 4.607 1.467 4.163 0.01 0.01 0.01
H 3.199 0.142 5.700 0.01 -0.01 0.02
H 1.017 -0.737 4.926 0.00 0.00 0.02
H 0.259 -0.283 2.612 -0.02 0.00 -0.03
N -2.800 3.751 2.018 0.04 0.06 -0.03
C -1.908 4.674 1.516 -0.06 0.02 0.04
C -0.986 3.957 0.818 0.01 -0.03 -0.02
N -1.288 2.622 0.879 -0.06 0.05 0.05
C -2.375 2.531 1.602 -0.13 -0.26 0.09
C -3.000 1.244 1.898 0.16 0.29 -0.09
N -2.490 0.110 1.481 -0.30 -0.03 0.21
C -3.335 -0.871 1.935 0.05 0.01 0.02
C -4.360 -0.318 2.636 -0.06 0.03 0.02
N -4.139 1.042 2.605 -0.01 -0.07 0.02
H -3.600 3.965 2.587 0.02 -0.01 -0.01
H -2.017 5.726 1.700 0.00 0.06 0.00
H -0.127 4.310 0.277 0.08 0.02 -0.05
H -3.140 -1.909 1.734 0.03 -0.11 -0.02
H -5.206 -0.744 3.141 -0.04 -0.03 0.02
H -4.725 1.739 3.029 0.01 -0.01 -0.01
O -0.365 -1.705 -0.174 0.32 -0.71 -0.14
S 1.008 -2.092 -0.657 -0.14 0.15 0.30
C 0.817 -2.644 -2.366 0.09 -0.06 -0.18
C -0.244 -3.678 -2.567 0.04 0.02 0.02
C -1.588 -3.364 -2.379 -0.01 0.04 -0.01
C -2.558 -4.344 -2.518 -0.03 -0.01 0.02
C -2.202 -5.645 -2.845 0.01 0.00 0.00
C -0.867 -5.964 -3.041 0.00 0.01 -0.04
C 0.104 -4.982 -2.904 -0.01 -0.03 0.02
C 1.345 -3.721 0.148 0.04 -0.08 -0.03
C 0.220 -4.116 1.052 0.03 -0.04 0.04
C -0.723 -5.052 0.651 -0.06 0.00 -0.07
C -1.777 -5.389 1.489 0.03 0.00 -0.02
C -1.895 -4.791 2.734 0.00 0.02 0.03
C -0.954 -3.853 3.141 -0.04 -0.02 -0.01
C 0.095 -3.517 2.302 0.01 -0.02 0.01
H 1.807 -3.018 -2.639 0.00 0.02 -0.07
H 0.645 -1.716 -2.917 -0.05 -0.02 0.06
H -1.865 -2.355 -2.107 0.00 0.01 -0.02
H -3.598 -4.089 -2.367 -0.03 0.00 0.00
H -2.964 -6.406 -2.952 -0.02 -0.02 -0.01
H -0.579 -6.973 -3.304 0.00 -0.03 -0.01
H 1.147 -5.232 -3.061 0.03 -0.01 -0.02
H 2.268 -3.581 0.710 0.00 0.05 -0.02
H 1.516 -4.463 -0.629 0.00 -0.03 0.01
H -0.643 -5.509 -0.329 -0.01 0.01 0.06
H -2.505 -6.121 1.164 -0.03 -0.02 0.00
H -2.714 -5.058 3.390 -0.02 0.00 0.02
H -1.037 -3.383 4.112 -0.01 0.01 0.03
H 0.822 -2.778 2.617 0.03 0.00 0.00

***

74
Properties=species:S:1:pos:R:3:forces:R:3 method="wB97M-V/def2-TZVPD" total_charge=0 lumo_ev=0.10 total_energy_ha=-2747.30924 homo_ev=-7.65 relative_energy_kcal_mol=0.00 gap_ev=7.75 smiles="CC1(C)OB([C@H](/C=C/c2ccc(Cl)cc2)c2ccc(Cl)cc2)OC1(C)C.Cc1ccc(-c2ccc(C(F)(F)F)cc2)o1"
Cl -5.236 2.388 -2.832 -0.47 0.21 -0.10
C -3.896 1.668 -2.046 1.05 -0.55 0.58
C -3.806 0.270 -1.950 0.08 0.55 0.28
C -2.607 -0.307 -1.529 -0.02 0.34 -0.23
C -1.473 0.489 -1.278 -0.29 0.02 0.06
C -0.099 -0.052 -1.654 0.61 -1.52 -1.26
C 0.719 0.929 -2.454 0.23 -0.67 -1.45
C 1.662 0.443 -3.312 -1.70 0.43 0.67
C 2.867 1.123 -3.693 1.10 0.84 -0.59
C 3.899 0.396 -4.333 -0.44 0.50 0.32
C 5.132 0.982 -4.589 -0.15 0.58 0.26
C 5.348 2.320 -4.213 -1.18 -0.84 0.10
Cl 6.873 3.031 -4.492 0.67 0.35 -0.13
C 4.331 3.066 -3.597 -0.06 -0.44 -0.14
C 3.100 2.471 -3.331 0.47 -0.55 -0.31
C -1.688 1.867 -1.090 0.02 -0.31 -0.33
C -2.871 2.467 -1.521 -0.44 -0.46 0.11
H -4.672 -0.329 -2.229 0.30 0.04 0.03
H -2.521 -1.393 -1.482 0.06 0.21 -0.26
H -0.354 -0.873 -2.364 -0.24 0.46 -0.27
H 0.490 1.996 -2.392 0.69 -0.27 0.62
H 1.525 -0.566 -3.709 0.36 -0.17 0.61
H 3.716 -0.649 -4.593 0.11 0.30 0.03
H 5.923 0.407 -5.060 -0.04 0.16 0.06
H 4.521 4.096 -3.314 0.01 -0.11 -0.04
H 2.318 3.027 -2.812 0.33 -0.08 -0.18
H -0.888 2.493 -0.697 -0.09 -0.08 -0.26
H -3.012 3.544 -1.461 0.08 -0.20 -0.04
C -1.639 -3.180 4.970 -0.04 -1.18 0.28
C -1.354 -1.905 4.336 0.45 1.97 -0.60
C -0.433 -0.924 4.636 -0.59 -0.60 -0.21
C -0.720 0.172 3.779 -0.92 -0.22 -1.03
C -1.797 -0.193 2.972 2.00 -0.68 1.90
B 1.086 -1.005 -1.050 -1.55 1.56 2.17
C -2.728 0.629 2.269 -1.47 0.75 -0.67
C -2.587 2.035 2.316 0.02 -0.34 0.06
C -3.623 2.872 1.941 0.24 -0.36 -0.27
C -4.787 2.308 1.426 -0.41 0.04 0.08
C -5.857 3.215 0.895 -0.59 0.47 -0.61
F -6.822 2.535 0.205 0.72 0.58 0.58
F -6.503 3.934 1.861 0.50 -0.44 -0.61
F -5.321 4.134 0.020 -0.53 -0.62 0.79
C -4.948 0.928 1.346 0.15 0.37 -0.27
C -3.917 0.094 1.729 0.54 -0.04 0.33
O 2.210 -0.407 -0.531 -0.26 -0.69 0.04
C 2.832 -1.355 0.363 0.11 0.04 -0.04
C 4.320 -1.267 0.068 0.27 -0.35 -0.01
C 2.592 -0.864 1.792 -0.10 -0.03 0.11
C 2.101 -2.736 0.026 0.14 -0.15 -0.28
C 2.904 -3.688 -0.853 0.20 0.02 -0.19
C 1.594 -3.512 1.230 -0.12 0.05 0.33
O 0.938 -2.338 -0.762 0.40 0.58 0.00
O -2.154 -1.494 3.293 0.37 0.54 0.55
H -1.255 -3.161 5.996 -0.05 -0.06 -0.23
H -2.716 -3.402 5.016 0.37 0.10 -0.14
H -1.120 -3.983 4.428 -0.29 -0.08 0.20
H 0.324 -0.966 5.416 -0.30 -0.04 -0.25
H -0.244 1.144 3.779 -0.05 -0.21 0.03
H -1.645 2.454 2.663 -0.29 -0.01 0.11
H -3.520 3.949 2.022 0.02 -0.13 -0.11
H -5.872 0.515 0.962 0.11 0.04 -0.07
H -4.037 -0.982 1.616 0.07 0.20 0.23
H 4.870 -2.022 0.640 0.03 0.05 -0.12
H 4.537 -1.378 -1.001 -0.08 -0.06 0.29
H 4.680 -0.281 0.384 -0.09 -0.19 -0.11
H 3.098 -1.505 2.529 -0.18 0.08 -0.22
H 3.013 0.143 1.897 -0.15 -0.18 -0.10
H 1.523 -0.821 2.033 0.20 0.01 -0.02
H 3.742 -4.121 -0.294 -0.06 0.14 -0.17
H 2.257 -4.514 -1.176 0.09 0.24 0.12
H 3.281 -3.190 -1.757 -0.03 -0.10 0.27
H 2.432 -3.859 1.847 -0.13 0.12 -0.08
H 0.921 -2.913 1.854 0.15 -0.11 -0.12
H 1.042 -4.398 0.898 0.10 0.17 -0.05